Density functional theory data (ωB97M-V/def2-TZVPD) for a molecular structure, C4H4LiO3 at a distorted geometry.

Geometry (Å):
O (-0.884, 1.478, 1.456)
C (-0.234, 0.561, 0.775)
O (0.624, -0.141, 1.363)
O (-0.542, 0.387, -0.439)
Li (0.093, 0.871, 3.027)
C (-3.436, 1.796, 0.890)
C (-4.066, 0.709, 1.260)
C (-2.352, 2.618, 0.732)
H (-3.533, -0.111, 1.754)
H (-5.150, 0.616, 1.154)
H (-2.014, 2.796, -0.294)
H (-2.283, 3.484, 1.399)

Calculated values
HOMO (alpha / beta) (eV): -8.297 / -8.049
Energy relative to the best compared isomer or geometry (same formula, charge and spin) (kcal per mole): 3.21
Spin multiplicity: 2
Max |F| (eV Å⁻¹): 6.6
Net charge: 0
Gap between HOMO and LUMO (alpha / beta) (eV): 7.481 / 5.823
E_tot (eV): -10557.2283